# 1
13
Properties=species:S:1:pos:R:3 method="wB97M-V/def2-TZVPD" gap_ha=0.39187 e_homo_ev=-9.63 charge=0 de_lowest_kj_mol=108.7 smiles="CC(C)C=O"
C -0.5776 1.4857 -0.3497
C -0.2160 -0.0495 -0.4956
C 0.7180 -0.5264 -1.5252
C 0.3463 -0.4129 0.8796
O -0.3445 -0.7379 1.8368
H -0.7461 1.8695 -1.4202
H -1.5251 1.7247 0.1983
H 0.2748 2.0827 0.2408
H -1.2181 -0.5148 -0.4194
H 0.3537 -0.3241 -2.5968
H 1.6997 0.0586 -1.5414
H 0.8189 -1.6152 -1.3420
H 1.4743 -0.3593 1.1314

=====

# 2
9
Properties=species:S:1:pos:R:3 method="wB97M-V/def2-TZVPD" gap_ha="0.24420 / 0.24453" e_homo_ev="-8.59 / -8.62" charge=0 de_lowest_kj_mol=290.6 smiles="C/C=P/N=S"
C 0.0735 -0.2939 0.0237
C -1.3911 0.2022 -0.1216
P -2.4694 -1.1301 -0.0105
N -4.1446 -0.7429 -0.0139
S -4.6838 0.7912 0.0706
H 0.3237 -1.4062 0.1910
H 0.3155 0.2290 0.9549
H 0.7144 0.1812 -0.7202
H -1.5101 1.3264 -0.2728

=====

# 3
77
Properties=species:S:1:pos:R:3 method="wB97M-V/def2-TZVPD" gap_ha=0.32499 e_homo_ev=-9.28 charge=0 de_lowest_kj_mol=222.4
O 0.9616 1.9101 -1.8865
H 0.5392 2.6059 -2.3954
H 0.6846 1.0831 -2.2876
H 1.9197 1.9439 -1.8364
As -0.5900 -0.3239 1.6457
F -1.8203 0.2621 0.4698
F -1.9000 -0.7825 2.8043
F 0.7013 -0.8680 2.8025
F 0.7016 0.1786 0.5045
F -0.4680 1.3397 2.3469
F -0.6086 -2.0105 0.9493
C 0.3654 4.1404 4.1799
C 1.3569 3.9287 3.0178
C 2.6198 4.8652 3.0698
O 1.9508 2.6297 2.9978
H 0.7825 3.8583 5.1466
H -0.4946 3.5067 3.9634
H -0.0726 5.1323 4.0682
H 0.7697 4.0220 2.1042
H 3.2148 4.6492 3.9571
H 2.3335 5.9140 2.9906
H 3.2488 4.5891 2.2234
H 1.3657 2.0292 2.5303
C 4.7189 0.0248 -0.9196
C 3.9365 1.1948 -0.4135
C 4.7243 1.9785 0.5495
O 3.6066 1.8952 -1.5815
H 4.3373 -0.4510 -1.8229
H 4.7664 -0.6588 -0.0719
H 5.7216 0.3364 -1.2124
H 2.9973 0.8960 0.0520
H 4.0059 2.5645 1.1227
H 5.4146 2.6080 -0.0121
H 5.3383 1.3550 1.1994
H 4.3225 2.0385 -2.2049
C -1.1839 -0.3546 -2.5942
C -0.2607 -0.2486 -3.8454
C -0.5350 0.8619 -4.7927
O 1.0662 -0.1512 -3.4074
H -0.6334 -0.8326 -1.7840
H -2.0573 -0.9935 -2.7247
H -1.4518 0.6311 -2.2136
H -0.5379 -1.1645 -4.3673
H 0.2953 1.1701 -5.4280
H -0.8235 1.7813 -4.2832
H -1.3112 0.5131 -5.4738
H 1.4709 -0.9583 -3.0811
C -3.2827 -4.9778 -0.4852
C -3.2319 -3.5817 -1.2430
C -3.9126 -2.4867 -0.4239
O -1.9155 -3.2732 -1.4978
H -2.7857 -4.8353 0.4744
H -2.8038 -5.8189 -0.9865
H -4.2876 -5.2956 -0.2073
H -3.7272 -3.5394 -2.2131
H -3.5975 -2.4257 0.6178
H -4.9373 -2.7939 -0.2148
H -3.9997 -1.4969 -0.8719
H -1.3129 -3.1524 -0.7603
C -2.4457 -3.6787 3.4923
O -2.7235 -2.6632 4.4923
H -1.7135 -3.4033 2.7332
H -2.2436 -4.6330 3.9788
H -3.3598 -3.7946 2.9099
H -2.7102 -1.7910 4.0914
C -4.3220 2.1649 -0.3835
O -2.8744 2.2978 -0.4755
H -4.9314 2.5627 -1.1950
H -4.4788 1.1054 -0.1815
H -4.5941 2.7822 0.4727
H -2.4877 1.4746 -0.1682
C 2.4190 -3.1466 -1.0316
O 1.9090 -1.8867 -1.3823
H 3.5046 -3.1504 -1.1298
H 2.3378 -3.3842 0.0290
H 1.9266 -3.9225 -1.6178
H 1.0917 -1.8954 -0.8788

=====

# 4
25
Properties=species:S:1:pos:R:3 method="wB97M-V/def2-TZVPD" gap_ha=0.25671 e_homo_ev=-11.38 charge=+1
Y -0.2813 -0.2919 0.0433
S -1.3932 -1.3656 -2.0240
S -1.4477 -2.6544 -0.3844
S -2.4925 -1.4389 1.0026
S -0.9774 -1.0965 2.3951
Br 3.7791 4.6563 3.1676
C 2.7140 3.3604 2.3750
C 1.8588 2.5944 3.1424
C 1.0892 1.6544 2.4908
N 1.1311 1.4379 1.1691
C 1.9708 2.1912 0.4266
C 2.7714 3.1607 1.0021
C 2.0031 1.9362 -1.0523
C 2.8351 2.6625 -1.8844
C 2.8300 2.3978 -3.2475
Br 3.9388 3.3599 -4.3818
C 2.0010 1.4144 -3.7501
C 1.2080 0.7313 -2.8529
N 1.1896 0.9723 -1.5350
H 1.7798 2.7194 4.2121
H 0.3892 1.0496 3.0517
H 3.4410 3.7699 0.4179
H 3.4911 3.4301 -1.5085
H 1.9685 1.1736 -4.8024
H 0.5613 -0.0625 -3.2021

=====

# 5
28
Properties=species:S:1:pos:R:3 method="wB97M-V/def2-TZVPD" gap_ha=0.37158 e_homo_ev=-9.56 charge=0 de_lowest_kj_mol=0.0 smiles=C[C@]1(CCl)CCC[C@]1(O)n1cncn1
C -1.2284 0.0294 -1.5981
C -0.4648 -0.8360 -0.6228
C 0.2847 -1.9518 -1.3124
Cl -0.8512 -3.1526 -1.9925
C -1.2601 -1.2666 0.5945
C -0.2674 -1.5448 1.7204
C 0.7831 -0.4274 1.6689
C 0.8642 0.1253 0.2484
O 2.0487 -0.1144 -0.4330
N 0.5332 1.5140 0.1845
C 0.7727 2.3676 -0.8320
N 0.3162 3.5597 -0.5382
C -0.2156 3.3944 0.6887
N -0.1071 2.1749 1.1586
H -0.5800 0.4029 -2.3877
H -1.7037 0.8722 -1.1018
H -2.0104 -0.5724 -2.0608
H 0.9341 -2.4880 -0.6235
H 0.8755 -1.5681 -2.1428
H -1.8617 -2.1481 0.3736
H -1.9260 -0.4538 0.8876
H -0.7699 -1.5562 2.6853
H 0.2014 -2.5172 1.5742
H 0.4951 0.3844 2.3364
H 1.7632 -0.8016 1.9693
H 2.7763 0.3124 0.0391
H 1.2749 2.0778 -1.7302
H -0.6768 4.1841 1.2465

=====

# 6
12
Properties=species:S:1:pos:R:3 method="wB97M-V/def2-TZVPD" gap_ha="0.27425 / 0.27265" e_homo_ev="-7.76 / -7.63" charge=0 de_lowest_kj_mol=572.8
C -1.8396 -0.0725 -0.1705
C -0.6943 -0.9680 -0.2671
N 0.8702 0.6802 0.3349
N 1.9368 0.4271 -0.5207
O -2.9280 -0.2991 0.2228
O 0.2932 -0.5799 0.7320
P -0.2098 2.0098 0.3122
H -0.9230 -1.9611 0.1027
H -0.2615 -1.0798 -1.2161
H 1.6496 -0.1749 -1.2361
H 2.8574 0.3130 0.0603
H -0.7510 1.7052 1.6457

=====

For reference, molar mass by record: 72.11, 105.10, 544.44, 531.15, 215.68, 120.05 u.
For reference, maximum force by record: 3.98, 3.26, 3.30, 0.65, 3.59, 4.31 eV/Å.